#one
ORCA calculation (ωB97M-V with the def2-TZVPD basis set) on a cluster of 2 separate species, C4H10N2O2 in total.

```
! wB97M-V def2-TZVPD RIJCOSX def2/J DEFGRID3
* xyz 0 1
C 1.59 0.95 0.64
C 1.06 1.65 -0.51
O 0.01 1.37 -1.00
N 2.02 2.65 -1.07
H 2.52 0.59 0.33
H 1.06 -0.01 0.82
H 2.02 3.03 -1.99
H 2.84 2.85 -0.59
H 1.52 1.44 1.73
C -2.58 -1.49 0.83
C -1.20 -1.90 0.34
O -0.19 -2.28 1.05
N -0.73 -1.76 -1.03
H 0.26 -1.92 -1.11
H -1.16 -1.00 -1.51
H -2.66 -0.65 1.57
H -3.02 -2.26 1.42
H -3.36 -1.25 0.06
*
```

As for the SMILES: CC(N)=O.CC(N)=O. The HOMO-LUMO gap is 10.19 eV. The molar mass is 118.136 Da.

#two
ORCA calculation (ωB97M-V with the def2-TZVPD basis set) on an isolated molecule of C4H10N2O2.

```
! wB97M-V def2-TZVPD RIJCOSX def2/J DEFGRID3
* xyz 0 1
C 0.28 0.37 -0.23
C 2.49 -0.35 0.28
C 0.36 1.86 -0.53
N -1.03 0.03 0.24
C -1.67 -1.11 -0.18
N -2.84 -1.36 0.48
O 1.22 -0.02 0.77
O -1.29 -1.77 -1.12
H -1.28 0.43 1.13
H 0.44 -0.22 -1.15
H -3.29 -2.23 0.26
H -3.03 -0.96 1.38
H 2.43 -1.16 -0.46
H 2.99 0.51 -0.18
H 3.07 -0.68 1.14
H 1.33 2.11 -0.96
H -0.41 2.13 -1.24
H 0.23 2.43 0.38
*
```

As for the SMILES: CO[C@H](C)NC(N)=O. The HOMO-LUMO gap is 10.66 eV. The molar mass is 118.136 Da.

#three
ORCA calculation (ωB97M-V with the def2-TZVPD basis set) on a structure of composition C4H10N2O2.

```
! wB97M-V def2-TZVPD RIJCOSX def2/J DEFGRID3
* xyz 0 1
N -1.15 -1.52 -2.87
C -0.27 -0.98 -1.98
C -0.53 0.31 -1.41
N 0.39 0.71 -0.45
C 0.84 -0.27 0.55
C 1.18 0.45 1.86
O -0.96 0.84 3.12
O -1.56 0.94 -1.61
H -2.03 -1.08 -2.59
H -1.00 -1.18 -3.82
H -0.84 1.77 3.36
H 0.12 0.49 2.56
H 0.60 -1.58 -1.74
H -0.03 1.51 0.02
H 1.71 -0.83 0.18
H 0.08 -1.02 0.78
H 1.42 1.50 1.73
H 2.03 -0.07 2.30
*
```

The HOMO-LUMO gap is 3.14 eV. The molar mass is 118.136 Da.

Stability summary: most stable #two, least stable #three.

#one
ORCA calculation (ωB97M-V with the def2-TZVPD basis set) on a cluster of 2 separate species, C4H5Cl3O in total.

```
! wB97M-V def2-TZVPD RIJCOSX def2/J DEFGRID3
* xyz 0 1
C 1.00 0.54 -1.32
C 0.79 -0.15 -0.06
C 0.80 0.20 1.32
C -1.77 -0.59 -0.28
O 1.67 -0.65 -0.88
Cl -2.35 0.83 0.51
Cl -2.49 -1.02 -1.90
Cl -1.86 -1.87 0.84
H 0.17 0.48 -2.05
H 1.56 1.36 -1.33
H 1.03 -0.73 1.98
H -0.12 0.61 1.60
H 1.57 0.99 1.57
*
```

The HOMO-LUMO gap (alpha / beta) is 8.42 / 7.12 eV. The molar mass is 175.442 Da.

#two
ORCA calculation (ωB97M-V with the def2-TZVPD basis set) on a cluster of 3 separate species, C4H5Cl3O in total.

```
! wB97M-V def2-TZVPD RIJCOSX def2/J DEFGRID3
* xyz 0 1
C 0.33 -0.23 -3.17
C 0.20 -0.72 1.75
C -1.12 0.48 -0.17
C -0.89 -0.33 0.92
O -0.79 -0.40 -3.44
Cl 0.23 1.13 -1.10
Cl 0.73 -2.14 -1.67
Cl -2.55 -0.49 1.82
H 1.34 -0.65 -2.99
H 1.01 -0.86 0.94
H 0.50 0.00 2.50
H -0.06 -1.66 2.14
H -2.14 0.63 -0.51
*
```

The HOMO-LUMO gap is 8.52 eV. The molar mass is 175.442 Da.

Stability summary: most stable #two, least stable #one.

#one
ORCA calculation (ωB97M-V with the def2-TZVPD basis set) on an isolated molecule of H2N2O4S.

```
! wB97M-V def2-TZVPD RIJCOSX def2/J DEFGRID3
* xyz 0 1
N 1.34 -0.58 1.28
N 0.43 0.55 -1.19
O 1.89 -0.07 2.18
O -0.11 -0.73 1.42
O -1.91 0.86 -0.63
O -0.75 -1.31 0.33
S -0.83 -0.34 -1.14
H 1.17 0.06 -1.60
H -1.22 1.57 -0.65
*
```

The HOMO-LUMO gap is 9.98 eV. The molar mass is 126.093 Da.

#two
ORCA calculation (ωB97M-V with the def2-TZVPD basis set) on a cluster of 2 separate species, H2N2O4S in total.

```
! wB97M-V def2-TZVPD RIJCOSX def2/J DEFGRID3
* xyz 0 1
N -2.28 -0.35 -0.29
N 1.66 -0.71 0.09
O 1.74 -1.06 -1.00
O 2.23 -0.79 1.13
O 0.50 1.37 -1.43
O 0.43 1.92 1.04
S 0.29 0.98 -0.10
H -2.62 -0.05 0.63
H -1.95 -1.29 -0.07
*
```

The HOMO-LUMO gap (alpha / beta) is 8.55 / 8.48 eV. The molar mass is 126.093 Da.

Stability summary: most stable #two, least stable #one.

#one
ORCA calculation (ωB97M-V with the def2-TZVPD basis set) on an isolated molecule of C3H8O2S2.

```
! wB97M-V def2-TZVPD RIJCOSX def2/J DEFGRID3
* xyz 0 1
C -1.36 0.21 0.39
C 1.01 0.80 -0.46
C 0.09 -0.18 0.43
O -1.92 -0.18 -0.93
O 0.51 0.19 1.72
S 2.73 0.07 -0.66
S 0.36 -2.00 -0.03
H -1.44 1.29 0.30
H -1.83 -0.06 1.29
H 0.62 0.96 -1.51
H 0.96 1.70 0.20
H -2.80 0.18 -0.92
H 1.45 -0.03 1.90
H 2.08 -1.19 -0.71
H -0.48 -1.76 -1.01
*
```

As for the SMILES: OC[C@@](O)(S)CS. The HOMO-LUMO gap is 9.49 eV. The molar mass is 140.229 Da.

#two
ORCA calculation (ωB97M-V with the def2-TZVPD basis set) on a cluster of 2 separate species, C3H8O2S2 in total.

```
! wB97M-V def2-TZVPD RIJCOSX def2/J DEFGRID3
* xyz 0 1
C 1.58 -1.03 0.67
C -2.17 0.74 0.47
C 2.15 -0.26 -0.53
O -3.61 -0.36 -1.51
O 0.28 1.75 -0.47
S -2.42 -0.62 -0.66
S 0.82 0.74 -1.37
H 1.33 -0.21 1.40
H 0.64 -1.57 0.27
H 2.33 -1.72 1.14
H -1.76 0.42 1.38
H -3.09 1.29 0.71
H -1.25 1.14 0.12
H 2.39 -0.80 -1.52
H 2.79 0.49 -0.10
*
```

The HOMO-LUMO gap (alpha / beta) is 7.18 / 8.56 eV. The molar mass is 140.229 Da.

Stability summary: most stable #one, least stable #two.

#one
ORCA calculation (ωB97M-V with the def2-TZVPD basis set) on the ion C3H4N3 with charge +1.

```
! wB97M-V def2-TZVPD RIJCOSX def2/J DEFGRID3
* xyz 1 1
C -0.12 0.47 -0.86
C 1.37 -1.20 -0.09
C -0.29 -0.16 1.42
N 0.77 -0.86 1.08
N 0.62 -0.57 -1.16
N -0.69 0.69 0.39
H -0.44 1.25 -1.70
H -0.79 -0.28 2.49
H 0.92 -0.80 -2.20
H -1.35 1.47 0.63
*
```

The HOMO-LUMO gap is 7.82 eV. The molar mass is 82.086 Da.

#two
ORCA calculation (ωB97M-V with the def2-TZVPD basis set) on the ion C3H4N3 with charge +1.

```
! wB97M-V def2-TZVPD RIJCOSX def2/J DEFGRID3
* xyz 1 1
C -0.64 -0.83 0.51
C 0.15 0.16 1.01
C -0.60 -0.98 -0.92
N 0.10 -0.39 -1.72
N 0.82 1.90 -0.40
N 0.80 0.96 0.33
H -1.20 -1.43 1.18
H 0.07 0.37 2.07
H -1.25 -1.83 -1.17
H 1.74 2.10 -0.89
*
```

The HOMO-LUMO gap (alpha / beta) is 7.05 / 8.44 eV. The molar mass is 82.086 Da.

Stability summary: most stable #one, least stable #two.

#one
ORCA calculation (ωB97M-V with the def2-TZVPD basis set) on an isolated molecule of C5H8O2S.

```
! wB97M-V def2-TZVPD RIJCOSX def2/J DEFGRID3
* xyz 0 1
C 1.93 -0.36 -0.03
C 1.62 1.12 -0.14
C 0.27 1.69 0.35
C -1.29 -0.56 0.37
C -1.98 -1.64 -0.38
O 2.99 -0.95 -0.18
O 0.77 -1.02 0.01
S -1.19 0.96 -0.39
H 2.51 1.67 0.14
H 1.72 1.34 -1.16
H 0.32 1.67 1.51
H 0.02 2.76 0.02
H -1.11 -0.77 1.48
H -3.07 -1.57 -0.24
H -1.76 -2.57 0.04
H -1.74 -1.78 -1.39
*
```

The HOMO-LUMO gap (alpha / beta) is 8.19 / 8.19 eV. The molar mass is 132.184 Da.

#two
ORCA calculation (ωB97M-V with the def2-TZVPD basis set) on an isolated molecule of C5H8O2S.

```
! wB97M-V def2-TZVPD RIJCOSX def2/J DEFGRID3
* xyz 0 1
C 1.10 0.68 1.28
C 1.14 0.24 -0.09
C 0.03 0.55 -1.02
C -1.02 -0.50 -0.86
C -0.86 -1.66 -0.02
H 0.66 1.69 1.30
H 2.09 0.89 1.84
H 0.49 0.13 1.95
H 0.34 0.53 -2.03
H -1.15 1.75 -0.02
H -1.66 -0.53 -1.72
H -1.47 -2.50 -0.22
H 0.01 -1.89 0.55
O -0.53 1.83 -0.76
O -1.65 -0.58 0.43
S 2.47 -0.63 -0.60
*
```

As for the SMILES: CC(=S)[C@H](O)[C@H]1CO1. The HOMO-LUMO gap is 8.34 eV. The molar mass is 132.184 Da.

#three
ORCA calculation (ωB97M-V with the def2-TZVPD basis set) on an isolated molecule of C5H8O2S.

```
! wB97M-V def2-TZVPD RIJCOSX def2/J DEFGRID3
* xyz 0 1
C 0.67 0.63 -0.95
C -0.11 -0.27 0.03
C 0.58 0.91 -2.29
C -0.87 0.28 1.21
C 0.09 -0.81 1.61
O 1.34 1.83 -2.92
O -2.24 0.14 1.34
S -0.52 -2.46 1.91
H 1.41 1.24 -0.42
H -0.67 -1.03 -0.51
H -0.10 0.41 -2.97
H -0.60 1.28 1.53
H 1.00 -0.54 2.13
H 1.93 2.26 -2.29
H -2.49 -0.77 1.13
H 0.56 -3.10 1.45
*
```

As for the SMILES: O/C=C/[C@@H]1[C@@H](O)[C@H]1S. The HOMO-LUMO gap is 8.90 eV. The molar mass is 132.184 Da.

Stability summary: most stable #two, least stable #one.